Formula: C47H114F6N7O3P
Source: the OMol25 dataset
Level of theory: the ωB97M-V functional and the def2-TZVPD basis

XYZ file:
```
178
Properties=species:S:1:pos:R:3:forces:R:3:lowdin_charge:R:1
C 22.1917 16.1094 18.0866 -0.7 -0.1 -0.3 -0.055
C 21.1694 16.3422 16.8918 0.2 -0.6 0.6 -0.188
C 20.0405 15.2522 16.8827 0.9 1.2 -1.2 -0.090
N 19.0924 15.3442 15.6482 -0.4 0.6 0.3 -0.215
C 19.8134 15.1216 14.3232 0.6 -0.4 1.5 0.024
C 18.3290 16.7496 15.6110 1.1 -1.2 -1.2 -0.045
C 16.9451 16.3173 15.1081 1.0 0.7 0.6 -0.143
C 16.7314 15.0630 15.9235 -1.7 0.0 0.9 -0.191
C 17.9822 14.2647 15.8294 0.7 0.4 -0.8 -0.092
H 21.6955 15.9684 19.0468 -0.4 0.3 0.0 0.078
H 22.8995 16.9286 18.2132 -0.2 0.1 -0.3 0.089
H 22.7883 15.2007 18.0061 -0.1 0.0 -0.6 0.081
H 21.7045 16.3738 15.9427 0.2 -0.5 0.0 0.098
H 20.7302 17.3395 16.9160 -0.1 0.0 0.6 0.101
H 19.3751 15.3896 17.7351 0.2 -0.4 0.1 0.138
H 20.4833 14.2608 16.7863 -0.1 0.0 0.5 0.135
H 20.5529 15.9101 14.1836 -0.5 0.2 -0.3 0.105
H 19.1113 14.9401 13.5095 0.0 0.5 0.1 0.081
H 20.4066 14.2192 14.4710 -0.1 -0.2 -0.1 0.112
H 18.8656 17.3849 14.9063 0.0 -0.2 -0.1 0.131
H 18.4421 17.2826 16.5551 -0.5 -0.6 0.3 0.138
H 17.0126 16.0755 14.0474 -0.1 0.0 -0.1 0.090
H 16.2844 17.1760 15.2276 -0.4 -0.4 0.1 0.123
H 15.8713 14.4588 15.6351 0.0 0.0 -0.2 0.088
H 16.5769 15.3043 16.9751 -0.1 0.3 0.1 0.126
H 17.9123 13.6451 14.9353 0.5 0.0 -0.1 0.106
H 18.1601 13.6169 16.6878 0.3 0.3 0.0 0.143
C 9.3063 13.3000 13.7692 -0.3 -0.4 -0.3 -0.083
C 9.5813 11.9424 14.4308 1.2 -1.3 0.2 -0.191
C 10.3410 10.8678 13.5767 -0.6 -0.6 -0.5 -0.084
N 10.9293 9.5783 14.2661 -0.7 0.4 1.0 -0.241
C 9.9226 8.9380 15.2045 -0.4 0.1 -0.3 0.046
C 12.2278 9.8480 15.0320 1.0 -0.5 -1.3 -0.074
C 13.0862 8.5318 14.9239 -1.6 -0.3 -0.1 -0.093
C 12.2804 7.5540 14.0059 -0.8 1.1 -0.3 -0.113
C 11.2918 8.5239 13.2665 1.5 -0.9 -0.4 -0.113
H 8.4454 13.2237 13.1050 -0.1 0.1 0.1 0.085
H 10.1063 13.7386 13.1728 0.4 -0.4 0.1 0.038
H 9.0741 14.0262 14.5481 -0.2 -0.1 0.0 0.078
H 8.6670 11.4171 14.7068 -0.2 0.5 0.2 0.118
H 10.1393 12.1107 15.3519 0.1 0.0 0.1 0.095
H 11.1056 11.2669 12.9102 0.4 0.0 0.6 0.081
H 9.6098 10.4376 12.8923 -0.2 -0.1 0.0 0.129
H 9.0118 8.7407 14.6391 -0.2 0.5 0.1 0.123
H 9.7746 9.5904 16.0651 -0.2 -0.1 -0.2 0.116
H 10.2280 7.9405 15.5206 0.5 0.3 0.1 0.116
H 12.1254 10.1760 16.0664 -0.7 -0.1 -0.2 0.136
H 12.7082 10.6401 14.4574 0.0 0.0 0.2 0.082
H 13.1606 8.1144 15.9281 0.7 0.0 -0.2 0.125
H 14.0280 8.7159 14.4072 0.1 0.2 0.6 0.090
H 11.6925 6.7667 14.4775 0.3 0.2 0.5 0.117
H 12.9310 7.0351 13.3019 -0.1 0.2 -0.1 0.114
H 10.4608 7.9755 12.8229 -0.4 0.4 0.4 0.147
H 11.8434 8.9859 12.4477 0.0 0.4 0.0 0.115
C 11.6623 16.1587 12.4730 0.0 0.4 1.4 -0.094
C 11.2385 17.3480 11.6632 -0.6 -0.3 -1.6 -0.207
C 10.0145 17.0444 10.7785 1.2 -0.6 -0.3 -0.154
N 9.5485 18.2367 10.0617 -3.3 1.4 -1.0 -0.218
C 8.7228 19.1329 10.9904 0.1 0.1 -0.3 0.039
C 8.5501 17.7868 8.8720 0.4 1.0 -1.1 -0.035
C 9.2699 18.2140 7.5657 -0.6 -0.6 0.7 -0.154
C 9.9750 19.4741 7.9450 0.1 0.5 0.4 -0.139
C 10.5816 19.1045 9.2985 1.0 -1.2 0.0 -0.077
H 11.9635 15.3051 11.8658 0.2 0.1 0.1 0.066
H 10.9357 15.8176 13.2104 -0.4 0.0 -0.2 0.066
H 12.4663 16.5318 13.1074 0.5 -0.5 -0.2 0.058
H 12.1008 17.5668 11.0335 0.0 0.3 -0.2 0.090
H 11.0044 18.2741 12.1882 0.2 -0.3 0.6 0.122
H 9.2565 16.5160 11.3566 -0.6 0.9 0.2 0.145
H 10.1243 16.3401 9.9539 1.1 -0.3 0.1 0.100
H 7.9562 18.5398 11.4891 0.3 -0.1 0.1 0.119
H 8.1933 19.8970 10.4214 0.3 -0.1 -0.2 0.118
H 9.3789 19.6546 11.6872 0.0 -0.3 0.1 0.105
H 7.6332 18.3673 8.9741 0.2 0.0 0.3 0.132
H 8.2409 16.7482 8.7542 0.5 -0.2 1.1 0.132
H 8.5461 18.3350 6.7598 0.0 -0.1 0.0 0.145
H 10.0001 17.4584 7.2759 0.0 -0.2 -0.1 0.105
H 9.2658 20.3001 7.9986 0.1 0.1 0.2 0.138
H 10.7282 19.7446 7.2049 0.2 0.1 0.3 0.140
H 11.0904 19.8581 9.8996 -0.9 0.3 0.3 0.144
H 11.4018 18.4048 9.1378 0.1 -0.2 -0.4 0.109
C 14.9793 18.6086 12.1608 2.0 0.2 -0.4 -0.056
C 15.4269 17.8158 10.8457 -1.7 -0.9 1.1 -0.172
C 15.9707 16.4060 11.1814 -0.9 1.2 -1.0 -0.125
N 16.5081 15.7077 9.9320 0.2 -2.4 -0.2 -0.221
C 15.4181 15.2055 8.9508 -0.1 1.3 1.0 0.041
C 17.2895 14.4702 10.4493 1.6 0.7 0.0 -0.101
C 18.7592 14.6779 9.9832 -0.7 -1.1 -1.1 -0.133
C 18.6489 15.5179 8.6830 -0.7 0.7 0.9 -0.093
C 17.5301 16.5207 9.1487 1.3 -0.7 0.2 -0.078
H 14.4497 18.1456 12.9934 -0.4 -1.0 -0.7 0.054
H 14.4580 19.5487 11.9805 0.1 -0.1 -0.5 0.082
H 15.9131 18.8717 12.6578 0.1 0.4 0.0 0.069
H 16.1951 18.2479 10.2044 -0.3 0.9 0.5 0.105
H 14.5104 17.7308 10.2619 0.1 -0.1 -0.4 0.080
H 15.2261 15.7278 11.5981 0.1 0.1 0.2 0.108
H 16.7801 16.6104 11.8823 0.3 -0.7 -0.2 0.120
H 14.7354 14.4489 9.3376 0.5 0.1 0.7 0.061
H 15.8509 14.7888 8.0412 0.3 0.5 0.1 0.122
H 14.8353 16.1157 8.8096 -0.1 -0.2 -0.7 0.090
H 16.8885 13.5239 10.0862 -0.3 0.4 0.0 0.114
H 17.2962 14.5136 11.5384 -0.6 -0.3 -0.1 0.095
H 19.2009 13.7192 9.7113 0.0 -0.1 0.2 0.118
H 19.3596 15.0532 10.8120 0.1 0.6 -0.4 0.112
H 18.4080 14.9609 7.7775 -0.4 -0.4 0.3 0.121
H 19.5907 15.9978 8.4164 -0.2 0.4 0.3 0.136
H 17.0298 17.1505 8.4130 0.2 -0.1 0.1 0.146
H 18.0617 17.0589 9.9334 -0.3 0.7 -0.2 0.137
C 13.0704 16.3523 16.2798 -1.3 0.6 -0.6 -0.008
N 12.3462 15.7990 17.4724 0.6 -0.6 0.0 -0.305
C 11.8929 14.3690 17.0363 -0.9 0.8 1.1 0.025
C 13.3180 15.7008 18.6502 0.1 -0.6 -1.2 0.038
C 11.1302 16.6962 17.8551 -0.7 -1.3 1.2 -0.053
C 11.4047 17.9073 18.7648 -1.8 -0.3 0.0 -0.258
O 12.1995 18.7877 18.0982 2.4 0.7 -1.1 -0.037
H 12.2542 16.3038 15.5591 0.5 -0.3 -0.7 0.083
H 13.9524 15.7862 15.9804 -0.3 -0.2 0.2 0.084
H 13.2632 17.4247 16.3114 0.2 -0.1 0.9 0.107
H 11.4232 13.9234 17.9132 -0.3 0.1 -0.1 0.112
H 12.6421 13.6396 16.7288 0.8 0.9 0.0 0.095
H 11.1814 14.4650 16.2162 -0.1 0.2 0.2 0.088
H 13.8129 16.6719 18.6388 0.0 -0.2 0.7 0.114
H 13.9889 14.8895 18.3676 0.4 0.3 -0.2 0.097
H 12.9056 15.3185 19.5839 -0.6 0.8 -0.1 0.126
H 10.5210 15.9854 18.4134 0.0 0.1 0.5 0.134
H 10.4483 16.8839 17.0257 0.9 0.4 -0.6 0.140
H 11.6666 17.6236 19.7842 0.8 -0.3 -0.1 0.134
H 10.5011 18.4949 18.9269 -1.0 -1.0 0.0 0.146
H 12.2496 19.6292 18.5576 0.0 0.2 0.1 0.126
C 15.7403 8.9480 10.4152 1.1 0.7 0.3 -0.004
N 17.0409 9.0367 11.2573 -0.7 -1.3 -0.3 -0.288
C 16.6273 8.6201 12.6847 0.8 0.6 -0.7 0.029
C 17.9942 7.9638 10.6213 -0.3 1.3 -0.1 0.057
C 17.6104 10.4986 11.2495 -0.3 -0.7 0.5 -0.043
C 18.4401 10.9201 12.5110 0.1 -0.7 -0.1 -0.228
O 19.5659 10.0466 12.6283 -0.8 0.6 -0.5 -0.030
H 15.3796 7.9196 10.3963 -0.1 0.1 0.5 0.113
H 15.9124 9.1838 9.3650 0.4 0.3 0.1 0.103
H 15.0912 9.6928 10.8756 -0.4 -0.4 -0.1 0.071
H 15.7475 7.9771 12.6601 0.5 -0.3 -0.2 0.096
H 16.3563 9.5194 13.2378 0.1 -0.1 -0.1 0.080
H 17.5328 8.1696 13.0912 -0.4 -0.1 0.4 0.118
H 18.9972 8.0754 11.0330 -0.2 -0.1 0.1 0.109
H 17.9910 8.2044 9.5582 0.3 0.1 0.0 0.105
H 17.5897 6.9545 10.6976 -0.1 0.2 0.6 0.119
H 16.7119 11.0910 11.0764 0.1 0.3 0.6 0.095
H 18.1925 10.6022 10.3338 0.3 -0.3 0.2 0.138
H 17.9550 10.9666 13.4860 -1.0 -0.7 -0.2 0.102
H 18.7213 11.9726 12.4762 0.3 0.3 -1.1 0.105
H 19.9850 10.2862 13.4581 0.5 -0.3 0.1 0.107
C 11.1534 11.5541 7.4806 0.4 0.2 0.2 0.046
N 11.9179 12.0106 8.7329 0.3 -0.3 0.1 -0.276
C 11.4215 11.0864 9.8789 0.6 1.7 0.2 0.020
C 13.4304 11.8475 8.5148 0.2 0.4 0.7 0.016
C 11.6707 13.5048 9.1813 0.3 -1.2 -0.3 -0.071
C 11.6231 14.6103 8.1454 0.9 0.6 -1.4 -0.200
O 12.7333 14.6433 7.2124 -0.2 -0.8 1.1 -0.056
H 10.0837 11.7421 7.5716 0.1 0.2 0.3 0.118
H 11.2906 10.4751 7.4101 0.1 0.1 -0.1 0.117
H 11.5472 12.0525 6.5947 0.1 0.0 0.2 0.116
H 10.3440 11.2507 9.8913 0.1 -0.7 0.0 0.114
H 11.8377 11.4523 10.8175 0.0 0.5 0.0 0.068
H 11.7940 10.0623 9.8543 -0.4 0.0 -1.0 0.111
H 13.7703 10.8153 8.5987 -0.6 -0.2 -0.8 0.101
H 14.0163 12.3058 9.3116 -0.7 0.3 0.6 0.067
H 13.7761 12.4121 7.6489 -0.5 -0.6 -0.4 0.108
H 12.4765 13.6189 9.9064 -0.1 0.4 0.1 0.103
H 10.7103 13.5585 9.6939 0.0 -0.3 0.1 0.134
H 11.6459 15.5531 8.6920 -0.2 -0.1 0.4 0.100
H 10.7099 14.6377 7.5510 -0.3 -0.4 0.1 0.132
H 12.8982 15.5527 6.9525 -0.1 0.1 -0.2 0.098
P 14.4209 12.8878 13.1511 -0.2 0.6 -0.5 0.268
F 14.3730 11.3040 12.6476 0.4 0.8 0.7 -0.186
F 12.7962 12.9143 12.8907 0.7 0.0 -0.1 -0.181
F 14.2274 12.5442 14.7062 -0.3 -0.4 -0.4 -0.138
F 14.3109 14.4982 13.5118 0.6 -0.8 -0.1 -0.181
F 16.0306 12.8188 13.3860 -0.4 0.1 0.0 -0.156
F 14.7668 13.3272 11.5982 -0.7 -0.3 0.1 -0.193
```
Forces are in eV/Å.

Lowest unoccupied orbital energy ... -11.28 eV
Max |F| ... 3.70 eV Å⁻¹
Net charge ... +6
Frontier orbital gap ... 10.10 eV
Electronic energy ... -92696.046 eV